(1)
Molecular formula: C30H43N4O5S2Ti
Method: DFT, the ωB97M-V functional and the def2-TZVPD basis

CARTESIAN COORDINATES (ANGSTROEM)
Ti (0.004, 0.291, -0.459)
C (-2.213, -1.889, -4.116)
N (-1.532, -2.754, -3.172)
C (-1.458, -4.161, -3.495)
C (-0.766, -2.183, -2.207)
O (-0.741, -0.967, -2.075)
C (0.041, -3.102, -1.302)
O (0.787, -2.344, -0.412)
C (0.564, -2.576, 0.983)
C (-0.038, -1.305, 1.605)
O (0.786, -0.235, 1.289)
N (-0.123, -1.469, 3.078)
C (1.146, -1.450, 3.764)
C (-0.953, -2.569, 3.504)
H (-3.155, -2.355, -4.408)
H (-2.408, -0.928, -3.648)
H (-1.608, -1.718, -5.012)
H (-2.410, -4.475, -3.923)
H (-0.668, -4.378, -4.223)
H (-1.285, -4.757, -2.602)
H (-0.657, -3.774, -0.791)
H (0.710, -3.707, -1.930)
H (-0.087, -3.444, 1.115)
H (1.538, -2.774, 1.434)
H (1.752, -0.636, 3.372)
H (0.978, -1.288, 4.834)
H (1.722, -2.391, 3.667)
H (-1.847, -2.624, 2.886)
H (-0.448, -3.554, 3.452)
H (-1.258, -2.424, 4.546)
S (0.567, 2.686, 0.456)
C (-0.705, 3.731, 0.031)
N (-0.763, 4.993, 0.590)
C (-1.911, 5.839, 0.346)
C (-2.338, 5.677, -1.097)
N (-2.624, 4.283, -1.364)
C (-4.018, 3.949, -1.622)
C (-4.868, 4.086, -0.378)
C (-5.812, 5.099, -0.258)
C (-6.542, 5.256, 0.915)
C (-6.329, 4.397, 1.981)
C (-5.389, 3.379, 1.869)
C (-4.663, 3.222, 0.700)
C (-1.752, 3.327, -0.861)
S (-1.958, 1.698, -1.337)
C (0.405, 5.634, 1.165)
C (1.098, 6.537, 0.168)
C (1.652, 5.990, -0.991)
C (2.255, 6.810, -1.930)
C (2.313, 8.185, -1.729)
C (1.766, 8.735, -0.582)
C (1.160, 7.911, 0.360)
H (-1.631, 6.873, 0.551)
H (-2.740, 5.567, 1.010)
H (-1.533, 6.027, -1.752)
H (-3.232, 6.264, -1.309)
H (-4.054, 2.930, -2.002)
H (-4.394, 4.615, -2.403)
H (-5.976, 5.774, -1.092)
H (-7.273, 6.052, 0.994)
H (-6.893, 4.518, 2.897)
H (-5.216, 2.702, 2.697)
H (-3.926, 2.431, 0.615)
H (1.081, 4.856, 1.513)
H (0.090, 6.218, 2.035)
H (1.608, 4.917, -1.143)
H (2.684, 6.373, -2.823)
H (2.785, 8.822, -2.467)
H (1.805, 9.805, -0.418)
H (0.730, 8.342, 1.258)
C (2.839, 0.587, -1.175)
O (1.561, 0.309, -1.626)
H (2.864, 0.890, -0.116)
H (3.305, 1.402, -1.755)
H (3.497, -0.295, -1.259)
C (-3.234, -1.844, -0.231)
O (-2.092, -2.140, 0.521)
C (-1.345, -0.926, 0.909)
C (-2.211, -0.039, 1.784)
H (-4.067, -1.491, 0.393)
H (-3.558, -2.760, -0.737)
H (-3.031, -1.066, -0.978)
H (-3.024, 0.418, 1.213)
H (-1.599, 0.777, 2.178)
H (-2.650, -0.563, 2.647)

Values from the calculation:
total charge	-1
HOMO-LUMO gap (spin up / spin down)	5.37 / 5.77	eV
LUMO energy (spin up / spin down)	2.5 / 2.4	eV
⟨S²⟩	2.008
2S+1	3
E	-3410.096594	hartree


(2)
Molecular formula: C4H5N
Method: DFT, the ωB97M-V functional and the def2-TZVPD basis

CARTESIAN COORDINATES (ANGSTROEM)
C (0.485, -1.083, 0.263)
C (-0.896, -0.776, 0.180)
C (-0.982, 0.591, 0.044)
N (0.275, 1.117, 0.093)
C (1.181, 0.099, 0.263)
H (0.980, -2.025, 0.452)
H (-1.713, -1.455, 0.391)
H (-1.845, 1.230, -0.083)
H (0.497, 2.077, -0.123)
H (1.972, 0.163, 0.999)

Values from the calculation:
total charge	0
HOMO-LUMO gap	9.39	eV
LUMO energy	1.1	eV
E	-210.140145	hartree